# C2H2O3S

A 2-piece molecular cluster, C2H2O3S overall (ωB97M-V/def2-TZVPD, the OMol25 dataset).

Energy above the lowest of the compared OMol25 structures with the same formula, charge and spin in kcal/mol: 25.4
HOMO in hartree: -0.365
SMILES: O=C=O.O=CS
Orbital gap in eV: 10.3

Last column: Mulliken charge in e.
Geometry (Å):
O -3.517 -1.941 -0.683  -0.30
C -2.817 -1.139 -0.327  0.65
O -2.004 -0.409 -0.030  -0.30
O 0.131 -0.145 -1.474  -0.50
C 0.036 -0.486 -0.315  0.18
S 0.469 0.588 0.935  -0.19
H -0.192 -1.485 -0.005  0.30
H 0.594 1.445 -0.009  0.15

# C2H2O3S

A 2-piece molecular cluster, C2H2O3S overall (ωB97M-V/def2-TZVPD, the OMol25 dataset).

Energy above the lowest of the compared OMol25 structures with the same formula, charge and spin in kcal/mol: 50.1
HOMO in hartree: -0.362
Orbital gap in eV: 9.0

Last column: Mulliken charge in e.
Geometry (Å):
C 0.966 -0.813 0.506  0.70
C 0.469 0.016 -0.353  -0.89
O 0.426 -2.826 3.601  -0.38
O 1.337 -1.735 1.108  -0.37
O -0.541 -4.577 2.218  -0.40
S 0.650 -3.879 2.632  0.79
H 0.301 1.040 -0.208  0.31
H -0.189 -0.569 -0.945  0.24

# C2H2O3S

One molecule with the formula C2H2O3S (ωB97M-V/def2-TZVPD, the OMol25 dataset).

Energy above the lowest of the compared OMol25 structures with the same formula, charge and spin in kcal/mol: 34.0
HOMO in hartree: -0.380
SMILES: O=C(O)C(=O)S
Orbital gap in eV: 9.8

Last column: Mulliken charge in e.
Geometry (Å):
O 0.994 0.791 -1.316  -0.60
C 0.183 -0.157 -1.029  0.48
O -0.417 -0.818 -1.960  -0.41
C -0.373 -0.253 0.468  0.65
O -1.540 -0.768 0.634  -0.52
S 0.564 0.590 1.552  -0.18
H -0.009 -0.513 -2.885  0.40
H -0.171 -0.106 2.563  0.19

# C2H2O3S

A 2-piece molecular cluster, C2H2O3S overall (ωB97M-V/def2-TZVPD, the OMol25 dataset).

2S+1: 3
Energy above the lowest of the compared OMol25 structures with the same formula, charge and spin in kcal/mol: 68.3
HOMO (spin up / spin down) in hartree: -0.284 / -0.377
Orbital gap (spin up / spin down) in eV: 7.2 / 7.2

Last column: Mulliken spin population.
Geometry (Å):
C -1.574 0.465 -0.033  -0.05
C 0.168 -0.745 -0.528  1.05
O -2.361 -0.013 0.680  -0.01
O 2.737 -0.666 0.514  0.22
O 1.487 1.358 0.079  0.22
S 1.435 -0.042 0.272  0.57
H -1.693 1.433 -0.599  -0.03
H -0.200 -1.791 -0.386  0.03

# C2H2O3Sc

C2H2O3Sc as an isolated structure (ωB97M-V/def2-TZVPD, the OMol25 dataset).

Total charge: +3
HOMO (spin up / spin down) in hartree: -0.946 / -0.946
Orbital gap (spin up / spin down) in eV: 6.5 / 6.5

Last column: Mulliken charge in e.
Geometry (Å):
H 0.110 0.096 1.341  0.38
O -0.937 -1.088 -0.669  0.07
O 0.231 -1.708 -0.113  -0.06
C -0.529 0.108 -0.143  0.63
C 0.703 -0.477 0.351  -0.30
Sc 2.829 0.105 -0.126  2.13
O -0.990 1.193 -0.646  -0.30
H -1.417 1.771 0.006  0.45

# C2H2O4S

One molecule with the formula C2H2O4S (ωB97M-V/def2-TZVPD, the OMol25 dataset).

Energy above the lowest of the compared OMol25 structures with the same formula, charge and spin in kcal/mol: 37.4
HOMO in hartree: -0.386
Orbital gap in eV: 10.7

Last column: Mulliken charge in e.
Geometry (Å):
C -1.134 0.700 0.073  0.90
C 0.068 0.268 0.005  -0.88
O -4.234 0.216 1.212  -0.46
O -4.101 0.195 -1.267  -0.44
O -2.166 1.230 -0.050  -0.41
O -2.685 -1.251 0.071  -0.49
S -3.681 -0.262 -0.009  1.23
H 0.167 -0.353 -0.755  0.30
H 0.812 0.542 0.764  0.26

# C2H2O4S2

A 2-piece molecular cluster, C2H2O4S2 overall (ωB97M-V/def2-TZVPD, the OMol25 dataset).

Energy above the lowest of the compared OMol25 structures with the same formula, charge and spin in kcal/mol: 1.1
HOMO in hartree: -0.386
SMILES: O=[S@]12=[S@](=O)(O1)O2.C#C
Orbital gap in eV: 10.0

Last column: Mulliken charge in e.
Geometry (Å):
O 2.424 1.899 -0.430  -0.42
S 2.545 0.655 0.257  0.66
S 0.598 -0.798 -0.233  0.75
O 0.501 -2.096 0.345  -0.44
O 2.185 -0.580 -0.813  -0.32
O 1.050 0.289 0.961  -0.27
C -2.474 0.729 0.070  -0.33
C -2.152 -0.407 -0.115  -0.53
H -2.763 1.731 0.197  0.39
H -1.915 -1.423 -0.238  0.50

# C2H2O6Tl

C2H2O6Tl as an isolated structure (ωB97M-V/def2-TZVPD, the OMol25 dataset).

Total charge: +1
Energy above the lowest of the compared OMol25 structures with the same formula, charge and spin in kcal/mol: 84.7
HOMO in hartree: -0.418
Orbital gap in eV: 1.3

Last column: Mulliken charge in e.
Geometry (Å):
Tl -1.486 -1.084 2.794  1.00
O -3.980 4.499 -1.679  -0.37
C -4.391 3.737 -0.656  0.79
O -5.589 3.430 -0.511  -0.32
O -3.584 3.270 0.147  -0.40
H -3.098 4.597 -1.313  0.33
O 5.406 -3.737 -0.022  -0.40
C 4.085 -3.917 0.276  0.80
O 3.468 -2.925 0.749  -0.41
O 3.538 -5.058 0.099  -0.35
H 5.630 -2.813 0.116  0.34

# C2H2OS

A 2-piece molecular cluster, C2H2OS overall (ωB97M-V/def2-TZVPD, the OMol25 dataset).

Energy above the lowest of the compared OMol25 structures with the same formula, charge and spin in kcal/mol: 127.7
HOMO (spin up / spin down) in hartree: -0.332 / -0.331
Orbital gap (spin up / spin down) in eV: 5.2 / 5.2

Last column: Mulliken charge in e.
Geometry (Å):
C -0.375 0.787 1.725  0.08
C -0.491 0.823 0.489  -0.10
O 0.625 -1.540 -2.239  -0.54
S -0.760 0.795 -1.046  -0.10
H -0.377 0.724 2.785  0.40
H 1.377 -1.589 -1.713  0.27

# C2H2OS

One molecule with the formula C2H2OS (ωB97M-V/def2-TZVPD, the OMol25 dataset).

Energy above the lowest of the compared OMol25 structures with the same formula, charge and spin in kcal/mol: 86.2
HOMO (spin up / spin down) in hartree: -0.343 / -0.333
Orbital gap (spin up / spin down) in eV: 8.6 / 7.1

Last column: Mulliken charge in e.
Geometry (Å):
C 0.213 0.399 0.011  0.30
C 0.676 -0.810 -0.121  -0.63
O -1.061 0.810 -0.055  -0.25
S -2.271 -0.316 0.073  -0.01
H 0.869 1.277 0.101  0.29
H 1.575 -1.360 -0.009  0.30

# C2H2OS2

A 2-piece molecular cluster, C2H2OS2 overall (ωB97M-V/def2-TZVPD, the OMol25 dataset).

Energy above the lowest of the compared OMol25 structures with the same formula, charge and spin in kcal/mol: 48.9
HOMO in hartree: -0.318
Orbital gap in eV: 8.6

Last column: Mulliken charge in e.
Geometry (Å):
C -0.235 -0.700 1.102  0.14
C 0.428 0.239 -0.627  -0.26
O 0.440 -1.495 1.629  -0.35
S -0.721 0.372 -1.942  -0.11
S -0.140 1.912 -0.687  -0.13
H -1.240 -0.332 1.310  0.33
H 1.467 0.003 -0.785  0.39

# C2H2OS2

One molecule with the formula C2H2OS2 (ωB97M-V/def2-TZVPD, the OMol25 dataset).

Energy above the lowest of the compared OMol25 structures with the same formula, charge and spin in kcal/mol: 65.4
HOMO (spin up / spin down) in hartree: -0.295 / -0.294
SMILES: C1=CSOS1
Orbital gap (spin up / spin down) in eV: 6.4 / 7.0

Last column: Mulliken charge in e.
Geometry (Å):
C -0.629 0.735 -0.065  -0.21
C -0.636 -0.657 -0.090  -0.29
S -2.240 -1.438 0.140  0.27
O -3.067 -0.181 -0.224  -0.42
S -2.135 1.675 0.050  0.00
H 0.402 1.175 -0.145  0.29
H 0.131 -1.389 -0.194  0.37

# C2H2OS2

One molecule with the formula C2H2OS2 (ωB97M-V/def2-TZVPD, the OMol25 dataset).

Energy above the lowest of the compared OMol25 structures with the same formula, charge and spin in kcal/mol: 9.3
HOMO in hartree: -0.348
SMILES: O=CC(=S)S
Orbital gap in eV: 7.9

Last column: Mulliken charge in e.
Geometry (Å):
O -1.556 0.877 -1.383  -0.44
C -1.004 1.049 -0.333  0.07
C 0.014 0.086 0.203  0.26
S 0.866 0.437 1.532  -0.22
S 0.386 -1.349 -0.704  -0.16
H -1.213 1.917 0.353  0.31
H -0.423 -1.152 -1.768  0.17

# C2H2OS2

One molecule with the formula C2H2OS2 (ωB97M-V/def2-TZVPD, the OMol25 dataset).

2S+1: 3
Energy above the lowest of the compared OMol25 structures with the same formula, charge and spin in kcal/mol: 42.1
HOMO (spin up / spin down) in hartree: -0.226 / -0.355
Orbital gap (spin up / spin down) in eV: 6.8 / 6.1

Last column: Mulliken spin population.
Geometry (Å):
C -0.951 -0.795 -0.365  0.19
C 0.773 0.613 0.222  0.08
O -1.657 -1.727 -0.424  0.02
S 0.906 -0.686 -1.036  1.33
S -1.121 0.793 0.374  0.38
H 0.937 0.249 1.266  0.01
H 1.113 1.552 -0.037  -0.02

# C2H2OS2

A 2-piece molecular cluster, C2H2OS2 overall (ωB97M-V/def2-TZVPD, the OMol25 dataset).

2S+1: 3
Energy above the lowest of the compared OMol25 structures with the same formula, charge and spin in kcal/mol: 2.3
HOMO (spin up / spin down) in hartree: -0.266 / -0.388
Orbital gap (spin up / spin down) in eV: 7.9 / 8.2

Last column: Mulliken spin population.
Geometry (Å):
C -2.191 0.155 0.325  0.00
C 1.654 -0.125 -0.100  0.66
O -2.332 -0.395 1.318  0.00
S 1.576 -1.617 -0.735  1.22
S -2.162 1.022 -0.962  0.00
H 1.793 0.122 0.916  0.05
H 1.663 0.837 -0.762  0.06

# C2H2OS3

One molecule with the formula C2H2OS3 (ωB97M-V/def2-TZVPD, the OMol25 dataset).

Energy above the lowest of the compared OMol25 structures with the same formula, charge and spin in kcal/mol: 24.0
HOMO in hartree: -0.335
SMILES: O=C(S)C(=S)S
Orbital gap in eV: 7.6

Last column: Mulliken charge in e.
Geometry (Å):
O -0.598 -1.765 0.432  -0.47
C -0.700 -0.580 0.307  0.55
S -2.206 0.259 -0.282  -0.19
C 0.525 0.210 0.112  0.17
S 0.788 1.767 0.169  -0.20
S 1.766 -0.935 -0.229  -0.20
H -2.752 -0.892 0.199  0.16
H 3.019 -0.238 -0.686  0.17

# C2H2OS3

One molecule with the formula C2H2OS3 (ωB97M-V/def2-TZVPD, the OMol25 dataset).

Energy above the lowest of the compared OMol25 structures with the same formula, charge and spin in kcal/mol: 30.4
HOMO in hartree: -0.333
SMILES: O=C(S)C(=S)S
Orbital gap in eV: 7.7

Last column: Mulliken charge in e.
Geometry (Å):
O 0.428 -1.620 0.123  -0.42
C 0.605 -0.488 0.110  0.40
S 2.245 0.235 -0.331  -0.17
C -0.660 0.380 -0.047  0.28
S -0.541 1.984 -0.025  -0.30
S -2.272 -0.315 -0.294  -0.19
H 1.698 1.389 0.423  0.17
H -1.503 -1.565 0.041  0.23

# C2H2OTl

C2H2OTl as an isolated structure (ωB97M-V/def2-TZVPD, the OMol25 dataset).

2S+1: 2
HOMO (spin up / spin down) in hartree: -0.224 / -0.310
Orbital gap (spin up / spin down) in eV: 5.8 / 8.0

Last column: Mulliken spin population.
Geometry (Å):
H -2.203 -0.708 0.985  -0.01
O -0.530 0.411 0.335  0.07
C -1.633 -0.510 0.065  -0.04
C 0.073 -0.828 0.420  0.76
H -1.881 -0.582 -1.003  0.01
Tl 1.607 0.869 -0.605  0.22

# C2H2S

A 2-piece molecular cluster, C2H2S overall (ωB97M-V/def2-TZVPD, the OMol25 dataset).

2S+1: 3
Energy above the lowest of the compared OMol25 structures with the same formula, charge and spin in kcal/mol: 56.8
HOMO (spin up / spin down) in hartree: -0.366 / -0.358
Orbital gap (spin up / spin down) in eV: 10.4 / 6.4

Last column: Mulliken spin population.
Geometry (Å):
C -0.348 -0.408 0.021  0.67
C -1.570 -0.536 0.020  0.08
S 2.345 0.044 -0.014  1.28
H 2.102 1.426 0.286  -0.03
H -2.530 -0.525 -0.313  0.01

# C2H2S2

One molecule with the formula C2H2S2 (ωB97M-V/def2-TZVPD, the OMol25 dataset).

Energy above the lowest of the compared OMol25 structures with the same formula, charge and spin in kcal/mol: 14.5
HOMO in hartree: -0.337
SMILES: S=CC=S
Orbital gap in eV: 7.5

Last column: Mulliken charge in e.
Geometry (Å):
S 2.100 -0.121 -0.382  -0.22
C 0.660 -0.378 0.162  -0.10
C -0.551 0.515 -0.048  -0.13
S -1.984 -0.259 -0.359  -0.17
H 0.287 -1.349 0.530  0.28
H -0.513 1.592 0.096  0.33

Computed calculated total energy, in the same sequence as the records: -701.3000, -701.2606, -701.2862, -701.0494, -1062.1709, -776.4617, -1174.6047, -700.8134, -550.5847, -550.6509, -948.9271, -948.9008, -948.9902, -948.8635, -948.9269, -1347.1533, -1347.1431, -324.9206, -475.3381, -873.7147 hartree.
Computed max |F|, in the same sequence as the records: 0.084, 0.038, 0.136, 0.125, 0.120, 0.089, 0.019, 0.051, 0.076, 0.040, 0.082, 0.049, 0.019, 0.051, 0.073, 0.061, 0.114, 0.081, 0.080, 0.062 Eh/bohr.